# 1
The following is a DFT calculation (the ωB97M-V functional and the def2-TZVPD basis) of C35H54BN12Se2V as an isolated structure at a distorted geometry.

```
105
Properties=species:S:1:pos:R:3:forces:R:3
V -0.16445 -0.61671 -0.24795 0.4320 0.0441 0.6472
C 1.73663 -4.08982 -0.20521 -0.0257 0.2593 0.0156
C 2.58337 -2.84640 -0.51460 -0.1255 -0.0773 -0.0334
C 4.04007 -3.22648 -0.77627 -0.2745 0.1632 -0.0910
C 2.47455 -1.87211 0.61659 0.4351 -0.0030 0.2183
C 3.34932 -1.62972 1.67822 -0.1983 0.0630 -0.1352
C 2.73421 -0.66856 2.46520 -0.0317 -0.0978 -0.1559
C 3.25411 -0.04698 3.72390 0.0333 0.0449 0.0626
C 3.41708 -1.09988 4.82571 -0.1497 0.2185 -0.1245
C 4.57692 0.66941 3.43767 -0.2669 0.0256 0.0476
N 1.55295 -0.36472 1.88247 0.5429 0.2178 0.9156
N 1.40454 -1.09405 0.76273 1.5869 -0.9742 -0.0504
B 0.46070 0.64052 2.28445 -0.1443 -0.1866 -0.1274
N 0.31234 1.67162 1.14702 0.2475 1.0109 0.8268
N -0.08649 1.26377 -0.06776 -0.0051 1.6438 -0.8488
C -0.16933 2.32892 -0.87150 0.0819 0.4626 0.0003
C 0.19103 3.45921 -0.13961 -0.0079 -0.2505 -0.1633
C 0.48900 3.00591 1.13915 -0.0617 -0.1835 -0.1015
C 0.89985 3.82179 2.32213 0.0310 0.1468 0.1151
C 2.27162 4.45513 2.07562 -0.1378 -0.1850 0.1167
C -0.16139 4.89106 2.61147 0.0592 -0.2458 0.0545
C -0.71994 2.20455 -2.26184 -0.0394 -0.0701 -0.1149
C 0.00319 3.09044 -3.27778 0.0440 -0.2062 0.1393
C -2.21884 2.53445 -2.22388 0.1380 -0.2346 0.0371
N -0.86719 -0.12154 2.37007 -0.2512 0.3751 1.1229
N -1.30433 -0.83563 1.31778 -0.9214 -0.7025 0.0924
C -2.42184 -1.46676 1.68175 -0.2202 0.0533 0.3877
C -2.71842 -1.12456 3.00346 0.0915 0.0191 -0.1461
C -1.71751 -0.26051 3.40881 0.0203 -0.1976 -0.0878
C -1.57437 0.46862 4.70667 -0.0264 0.1184 0.0664
C -2.04520 1.91959 4.53525 0.2255 -0.2281 0.0641
C -2.36035 -0.20068 5.83081 0.2143 0.0172 -0.1665
C -3.20070 -2.42108 0.82973 0.0280 -0.0287 -0.0881
C -4.64368 -1.93309 0.67962 0.2709 -0.0553 -0.0975
C -3.12525 -3.82281 1.44506 0.0402 0.1786 -0.2032
H 1.69225 -4.72789 -1.08689 -0.0208 -0.0920 -0.0282
H 2.18275 -4.65007 0.61678 -0.0208 -0.0396 0.0260
H 0.72102 -3.79280 0.07584 0.1337 -0.1905 -0.0246
H 2.15248 -2.36411 -1.40929 0.1716 -0.1445 0.1952
H 4.45139 -3.76416 0.07630 0.0445 -0.0415 0.0595
H 4.10811 -3.87118 -1.64849 0.0224 -0.0599 -0.0783
H 4.64326 -2.33725 -0.94779 0.1163 0.0244 -0.0448
H 4.31359 -2.06903 1.83189 0.1525 -0.1279 0.0919
H 2.53183 0.69436 4.06883 0.0132 -0.0203 -0.0303
H 4.16100 -1.84211 4.54897 0.0698 -0.1130 -0.0389
H 3.73821 -0.61977 5.74678 0.0632 0.0159 0.0985
H 2.47172 -1.60416 5.01572 -0.0380 -0.1040 0.0340
H 5.33920 -0.03874 3.12554 0.1218 -0.0746 -0.0563
H 4.44519 1.40799 2.64928 0.0729 0.0656 -0.0741
H 4.92494 1.17916 4.33163 0.0878 0.0485 0.1034
H 0.70917 1.15505 3.30940 0.0538 0.1576 0.2086
H 0.24214 4.47362 -0.47729 -0.0558 0.2162 -0.1116
H 0.97433 3.16996 3.19474 -0.0219 -0.0043 -0.0902
H 2.23757 5.11976 1.21628 0.0322 0.0873 -0.0977
H 2.57871 5.02821 2.94649 0.0479 0.0920 0.0629
H 3.01682 3.68499 1.89023 0.1345 -0.0243 -0.0499
H -0.17209 5.65029 1.83314 -0.0131 0.0822 -0.0849
H -1.15094 4.44055 2.66653 -0.0897 0.0554 0.0077
H 0.04386 5.37473 3.56387 0.0417 0.0875 0.0352
H -0.59903 1.15271 -2.57338 -0.0640 0.2159 0.0483
H -0.00743 4.13459 -2.97101 0.0110 0.0820 0.0530
H 1.03965 2.77643 -3.40446 0.0496 0.0653 0.0109
H -0.48891 3.02689 -4.24638 -0.0086 -0.0233 -0.0525
H -2.36963 3.57649 -1.95042 -0.0477 0.0978 -0.0135
H -2.68000 2.35180 -3.19320 -0.0220 0.0522 -0.0999
H -2.72929 1.91845 -1.48304 -0.0726 -0.0019 0.0708
H -3.54869 -1.46951 3.58488 -0.1541 -0.0428 0.1364
H -0.51633 0.47041 4.98262 -0.0130 0.0298 -0.0218
H -3.10410 1.94005 4.28205 -0.0597 0.0383 -0.0468
H -1.89957 2.46043 5.46784 -0.0142 0.1253 0.0348
H -1.48268 2.41472 3.74707 0.0026 0.1179 -0.0680
H -3.42785 -0.14800 5.63869 -0.1841 -0.0321 -0.0158
H -2.07373 -1.24172 5.95267 -0.0057 -0.1209 0.0379
H -2.16357 0.32258 6.76172 -0.0169 0.0273 0.1391
H -2.75189 -2.46257 -0.16565 -0.0040 -0.0056 0.1683
H -5.11747 -1.84264 1.65279 -0.1276 0.0112 0.0964
H -4.65665 -0.95627 0.19841 -0.1011 0.0900 -0.0026
H -5.22118 -2.62575 0.07144 -0.0654 -0.0574 -0.0256
H -3.52909 -3.82788 2.45399 -0.0257 -0.0030 0.1253
H -3.70139 -4.52608 0.84899 -0.0329 -0.1120 -0.0688
H -2.08772 -4.15425 1.48329 0.0054 -0.1066 0.0685
N -1.17884 -4.36726 -3.19758 0.4912 -0.8724 -0.6865
N -1.43692 -3.15500 -2.66766 -0.7360 1.1799 0.7487
N -2.45269 -2.41814 -3.00942 -0.2959 -0.3377 -0.1263
C -2.26622 -1.30049 -2.32149 -0.4882 -0.0712 -0.1703
N -1.14925 -1.38425 -1.57164 -1.8519 -0.8356 -2.3060
N -0.62687 -2.57294 -1.80784 0.9581 -1.2120 -0.3527
H -2.00487 -4.78176 -3.61046 -0.0073 0.1510 0.2058
H -0.66673 -4.96877 -2.56290 -0.1521 0.1775 0.0458
H -2.93942 -0.46542 -2.35469 0.0306 0.0948 -0.0115
Se -0.41624 -0.93449 -4.90305 -0.2823 0.2531 -0.5054
C -0.32466 0.28138 -6.40296 0.1182 -0.3118 0.3502
C -1.24075 1.32446 -6.40028 0.0074 -0.0956 0.1476
C -1.29500 2.17981 -7.48497 -0.0493 0.0433 -0.0592
C -0.42894 2.00001 -8.55030 -0.0607 0.0591 -0.0380
C 0.48020 0.95545 -8.54547 0.0468 -0.0396 -0.0458
C 0.52523 0.07527 -7.47761 0.1173 -0.0825 0.0194
H -1.91538 1.45304 -5.56298 0.0332 0.0278 0.0174
H -2.01335 2.98413 -7.49219 -0.0726 0.1085 -0.0339
H -0.47391 2.66466 -9.39819 0.0125 0.1070 -0.0795
H 1.14234 0.82065 -9.38732 0.0624 -0.0596 -0.0475
H 1.20771 -0.76490 -7.48580 0.0198 0.0242 0.0302
Se 1.69010 -0.86816 -3.92394 0.2175 0.5688 0.0269
C 2.05916 -2.64933 -4.13036 -0.1002 0.2332 -0.0548
N 2.23310 -3.77916 -4.22322 0.1778 -0.5894 0.0430
```
Positions in Å, forces in eV/Å.

Computed properties:
**Molar mass**: 862.6 Da
**LUMO energy (alpha / beta)**: -2.768 / -2.775 eV
**Multiplicity**: 2
**Calculated total energy**: -212104.6894 eV
**F_max**: 3.073 eV/A
**Charge**: +1
**Gap between HOMO and LUMO (alpha / beta)**: 6.874 / 5.575 eV

Atom charges from the Mulliken analysis, given in e for atoms 1 to 8:
1 V 0.962
2 C -0.983
3 C 2.555
4 C -1.892
5 C -0.592
6 C -0.493
7 C -0.359
8 C 0.884

# 2
The following is a DFT calculation (the ωB97M-V functional and the def2-TZVPD basis) of one molecule with the formula C9H7NO at a distorted geometry.

```
18
Properties=species:S:1:pos:R:3:forces:R:3
C -2.51777 -1.04998 -0.42630 0.6788 -1.5870 -1.7287
C -1.40042 -1.57109 0.21248 1.0945 -0.3167 2.0616
C -2.56340 0.27148 -0.74807 0.8101 3.0551 1.8609
C -0.29700 -0.74802 0.66094 -3.7698 -1.8243 -1.6943
C -1.53411 1.15941 -0.25156 -1.5190 -2.9327 -1.2224
C -0.43859 0.60165 0.38348 1.4417 0.8730 0.7359
C 2.90309 0.31705 -0.05651 -0.5438 -1.7302 -0.5206
C 4.23260 -0.13718 -0.29452 -3.7897 1.5348 1.5356
C 0.65075 1.49740 0.78988 7.3393 -3.2971 -3.1422
N 2.03311 1.28726 0.49099 -1.9971 1.7825 1.6743
O 5.14310 -0.83494 -0.47272 -0.4172 0.9020 -0.0861
H -3.11514 -1.77223 -1.01832 -0.3711 0.5124 1.1282
H -1.51104 -2.62752 0.58759 0.6860 1.0016 -0.8406
H -3.47243 0.76756 -1.06765 0.1045 -0.3207 -0.8203
H 0.50904 -1.26434 1.12071 0.7210 0.2950 0.5400
H -1.52602 2.15436 -0.60913 -0.0701 1.0621 0.2469
H 2.33007 -0.50512 -0.47915 0.2946 -0.6290 -0.4611
H 0.57415 2.45425 1.17785 -0.6929 1.6192 0.7330
```
Positions in Å, forces in eV/Å.

Computed properties:
**Molar mass**: 145.2 Da
**LUMO energy**: -0.002 eV
**Multiplicity**: 1
**Calculated total energy**: -12979.3695 eV
**F_max**: 8.638 eV/A
**Energy relative to the best compared isomer or geometry (same formula, charge and spin)**: 4.799 eV
**Gap between HOMO and LUMO**: 8.109 eV

Atom charges from the natural (NBO) analysis, given in e for atoms 1 to 8:
1 C -0.242
2 C -0.181
3 C -0.186
4 C -0.200
5 C -0.190
6 C -0.129
7 C -0.359
8 C 0.731